A 4-piece molecular cluster, C43H66BrN5O11S4 overall at a distorted geometry, computed with ωB97M-V/def2-TZVPD.

```
130
Properties=species:S:1:pos:R:3:mulliken_charge:R:1
C 4.72853 2.58999 5.27825 -1.28
C 4.01789 2.77840 3.87938 0.30
C 3.97170 4.26226 3.37623 -0.60
C 3.35549 4.46655 1.94100 -0.44
N 2.03441 3.82685 1.73121 -0.27
C 1.92397 3.11076 0.48340 0.03
C 0.71977 3.39038 -0.31709 -0.79
C 0.45754 2.70692 -1.57838 0.45
C -0.84094 3.06753 -2.37196 -1.29
C -1.80506 1.84897 -2.62222 0.26
C -2.07756 1.01285 -1.31392 0.09
S -3.18664 1.93045 -0.12341 -0.04
C -4.84497 1.21166 -0.41218 -0.46
S -5.73490 1.79097 -1.68541 -0.17
N -5.45916 0.19332 0.39895 0.37
C -4.55476 -0.94445 0.67339 -0.53
C -4.93369 -2.11147 -0.33379 -0.90
C -6.09629 0.73897 1.62557 -0.41
C -7.26044 -0.26336 2.01557 -1.03
C 1.44081 1.73574 -2.03586 1.10
C 2.68696 1.41744 -1.31358 -0.51
C 2.87363 2.13236 -0.03272 0.16
O 4.03390 1.81162 0.68489 -0.51
N 3.67404 0.47619 -1.81007 0.00
C 3.10334 -0.79573 -2.20662 -0.81
C 3.69161 -2.08220 -1.78296 1.20
C 4.96416 -1.99527 -0.87102 -0.86
C 4.75114 -2.63473 0.57783 -0.02
C 3.39207 -2.22877 1.23397 0.22
N 2.68540 -1.00650 0.94695 -0.24
O 2.90847 -2.96477 2.07500 -0.62
C 3.12214 -3.37424 -2.22853 0.72
C 3.62946 -4.81574 -1.90406 -0.83
Br 5.57020 -5.09549 -2.19666 -0.12
C 3.11659 -5.35078 -0.47552 -0.10
C 4.14271 -6.33246 0.22673 -1.36
C 1.92046 -3.30751 -3.08046 -0.97
C 1.31198 -2.07007 -3.52678 -0.25
N 0.12081 -2.09538 -4.38681 -0.64
C -0.88844 -2.19351 -3.69350 0.46
S -2.28082 -2.39894 -2.92077 -0.30
C 1.92245 -0.82622 -3.09010 0.58
S 1.21897 0.78824 -3.59304 -0.32
H 4.96767 1.49523 5.38874 0.33
H 3.97724 2.81073 6.08773 0.30
H 5.64733 3.20882 5.41573 0.32
H 4.47934 2.06275 3.15716 -0.12
H 2.95130 2.43183 4.02392 0.20
H 5.03654 4.63866 3.33725 0.31
H 3.45220 4.95177 4.10317 0.30
H 3.18927 5.58026 1.82736 0.28
H 4.11252 4.20779 1.15113 0.23
H 1.73921 3.26239 2.52654 0.29
H -0.02589 4.14262 0.03381 0.28
H -1.39977 3.86184 -1.80124 0.38
H -0.61426 3.53909 -3.37224 0.34
H -1.50249 1.20269 -3.48956 0.32
H -2.79888 2.29024 -2.92694 -0.24
H -2.66563 0.11231 -1.64253 -0.20
H -1.13746 0.67019 -0.81234 0.21
H -4.69054 -1.28163 1.73318 0.42
H -3.46708 -0.72304 0.52041 0.28
H -4.74637 -1.74420 -1.37548 0.09
H -6.03595 -2.29512 -0.21138 0.30
H -4.39209 -3.06851 -0.11620 0.34
H -5.34092 0.81938 2.45355 0.27
H -6.52404 1.76064 1.43785 0.39
H -6.87459 -1.28932 2.24257 0.27
H -7.98122 -0.37884 1.15655 0.25
H -7.87373 0.10659 2.87838 0.38
H 3.81908 1.13061 1.35292 0.11
H 4.06940 0.91363 -2.65186 0.43
H 5.20407 -0.91371 -0.65944 0.50
H 5.89464 -2.39310 -1.36205 0.46
H 5.54834 -2.14674 1.21591 0.50
H 4.96486 -3.72593 0.61042 -0.35
H 3.30452 -0.42231 0.37951 -0.24
H 1.83193 -1.26375 0.44937 0.33
H 3.13478 -5.49813 -2.64755 0.57
H 2.20693 -5.98813 -0.67654 0.39
H 2.77186 -4.52716 0.19170 0.20
H 3.66280 -6.77063 1.13968 0.35
H 5.08590 -5.83039 0.55083 0.29
H 4.45118 -7.14601 -0.48568 0.38
H 1.45566 -4.25931 -3.42366 0.31
C -3.52442 2.32175 -9.18578 -1.09
C -3.03828 3.71983 -8.85984 -0.17
O -3.87158 4.33637 -7.86999 -0.40
C -3.64366 3.95386 -6.60856 0.74
O -2.80870 3.16354 -6.24539 -0.54
O -4.51937 4.58559 -5.81888 -0.36
C -4.44148 4.19884 -4.44640 -0.35
H -4.58050 2.33829 -9.46327 0.30
H -2.94762 1.89490 -10.00779 0.35
H -3.43163 1.66171 -8.32183 0.30
H -3.10146 4.34522 -9.75130 0.30
H -1.99438 3.71848 -8.53989 0.30
H -3.42271 4.28570 -4.06730 0.13
H -4.80976 3.17971 -4.32566 0.20
H -5.08069 4.86864 -3.87386 0.27
C 11.35212 -2.61347 2.76244 -1.11
C 10.19169 -3.44078 2.24684 -0.21
O 9.30224 -2.64210 1.45490 -0.31
C 9.70336 -2.40781 0.20039 0.71
O 10.71690 -2.81106 -0.30897 -0.56
O 8.78892 -1.62429 -0.38619 -0.21
C 9.13243 -1.21756 -1.71161 -0.75
H 10.98794 -1.72770 3.28723 0.29
H 11.97134 -3.20006 3.44278 0.36
H 11.98030 -2.26277 1.94207 0.31
H 9.60690 -3.81368 3.08867 0.30
H 10.53615 -4.30992 1.68307 0.31
H 9.38009 -2.07461 -2.33806 0.34
H 9.96296 -0.51121 -1.68108 0.35
H 8.26453 -0.71693 -2.13849 0.19
C -12.76587 1.18365 6.15342 -1.10
C -12.19257 0.33845 5.03361 -0.20
O -10.77082 0.20738 5.16412 -0.32
C -10.35698 -0.69074 6.06498 0.75
O -11.06137 -1.38804 6.74884 -0.56
O -9.01826 -0.66347 6.09116 -0.29
C -8.44027 -1.51713 7.07840 -0.66
H -12.24959 2.14422 6.21135 0.29
H -13.83071 1.36149 5.99566 0.36
H -12.63883 0.69410 7.12028 0.31
H -12.37188 0.83030 4.07672 0.30
H -12.66837 -0.64301 4.98611 0.31
H -8.81768 -2.53607 6.99227 0.30
H -8.63559 -1.11904 8.07498 0.29
H -7.36413 -1.53132 6.91369 0.22
```

## Properties
Highest occupied orbital energy ... -8.254 eV
Kohn-Sham gap ... 7.7 eV
LUMO energy ... -0.57 eV
Net charge ... 0
Electronic energy ... -6946.15470 hartree